(1)
14
Properties=species:S:1:pos:R:3:forces:R:3:mulliken_charge:R:1 method="wB97M-V/def2-TZVPD" fmax_ev_per_a=1.3 energy_ha=-361.7692 homo_energy_ev="-9.37 / -9.37" homo_lumo_gap_ha="0.296 / 0.296"
C -1.608 -0.928 -0.138 -0.218 0.022 0.113 -1.196
C -0.618 0.048 -0.581 0.122 -0.444 0.451 0.279
C -0.042 1.170 0.193 0.216 -0.204 0.069 -0.449
N 1.338 0.789 0.091 0.377 0.287 0.136 -0.158
C 1.769 -0.521 0.439 0.049 0.211 -0.328 0.587
O 2.969 -0.745 0.463 -0.708 -0.141 0.214 -0.636
O 0.737 -1.271 0.634 -0.012 0.786 -1.007 -0.582
H -1.663 -0.947 0.947 -0.197 -0.002 -0.100 0.321
H -1.300 -1.919 -0.483 -0.199 0.119 -0.055 0.312
H -2.562 -0.676 -0.603 -0.299 -0.032 -0.058 0.414
H -0.476 0.170 -1.670 0.503 -0.575 0.601 0.315
H -0.437 1.227 1.211 0.117 -0.042 0.005 0.204
H -0.123 2.156 -0.295 -0.338 -0.457 -0.019 0.376
H 2.016 1.448 -0.207 0.586 0.471 -0.021 0.212

(2)
14
Properties=species:S:1:pos:R:3:forces:R:3:mulliken_charge:R:1 method="wB97M-V/def2-TZVPD" fmax_ev_per_a=2.4 energy_ha=-361.6690 homo_energy_ev="-9.07 / -9.07" homo_lumo_gap_ha="0.342 / 0.342"
C -0.956 0.369 1.402 -0.160 -0.066 -0.115 -1.178
C -0.351 0.290 0.007 -0.224 -0.309 -0.264 0.851
C -0.795 1.011 -1.031 -0.108 -0.447 0.092 -1.155
O 1.669 0.487 1.210 0.639 -2.222 -0.319 -0.459
C 0.748 -0.721 -0.173 0.507 0.580 0.083 0.656
O 1.414 -1.117 0.831 0.363 2.156 1.080 -0.374
N 1.103 -1.235 -1.353 -0.785 -0.023 0.207 -0.401
H -1.920 0.863 1.334 -0.250 -0.097 -0.046 0.417
H -1.085 -0.630 1.833 -0.089 0.080 -0.172 0.271
H -0.354 0.916 2.128 0.104 -0.050 -0.447 0.295
H -0.383 0.945 -2.036 0.109 -0.004 0.260 0.308
H -1.638 1.686 -0.919 0.183 0.001 0.105 0.271
H 1.795 -1.979 -1.404 -0.195 0.408 0.238 0.269
H 0.385 -1.207 -2.044 -0.094 -0.006 -0.703 0.229

(3)
14
Properties=species:S:1:pos:R:3:forces:R:3:mulliken_charge:R:1 method="wB97M-V/def2-TZVPD" fmax_ev_per_a=2.8 energy_ha=-361.7275 homo_energy_ev=-9.21 homo_lumo_gap_ha=0.369
O -2.113 -0.206 0.656 0.106 -0.098 0.272 -0.562
C -1.009 0.132 -0.157 0.237 -0.003 -0.283 0.167
C -0.047 0.999 0.637 0.247 -0.669 0.256 -0.739
O 1.080 1.398 -0.117 0.063 -0.091 -0.439 -0.301
C 1.770 0.314 -0.416 0.086 -0.452 0.083 0.053
N 1.285 -0.853 -0.102 0.628 -0.031 -1.291 -0.639
C -0.124 -1.066 -0.553 -0.147 -0.083 -0.049 -0.443
H -1.757 -0.413 1.533 -0.180 -0.033 -0.134 0.357
H -1.435 0.625 -1.037 0.106 0.035 0.096 0.356
H -0.511 1.929 1.016 0.372 -0.787 0.284 0.298
H 0.673 -0.168 1.053 -1.523 2.145 0.851 0.446
H 2.774 0.510 -0.779 -0.002 -0.047 0.201 0.406
H -0.069 -1.220 -1.635 -0.156 -0.010 0.154 0.296
H -0.518 -1.980 -0.099 0.162 0.124 -0.002 0.305

(4)
14
Properties=species:S:1:pos:R:3:forces:R:3:mulliken_charge:R:1 method="wB97M-V/def2-TZVPD" fmax_ev_per_a=4.6 energy_ha=-361.6257 homo_energy_ev=-9.44 homo_lumo_gap_ha=0.358
C 0.298 -0.123 0.286 -0.525 1.287 0.602 1.039
C 0.516 0.961 1.284 -0.251 0.788 0.751 -1.272
C 1.461 -0.533 -0.549 0.451 -1.158 0.091 -1.408
O -1.375 -0.413 -1.555 -0.454 0.638 2.308 -0.204
O -2.667 0.206 -1.524 -1.125 -0.521 0.455 -0.353
C -1.018 -0.356 -0.134 1.645 -1.692 -3.922 0.201
N -1.109 -1.229 0.734 0.546 0.438 0.567 -0.497
H -3.105 -0.370 -0.845 -0.035 0.625 -0.988 0.369
H -0.287 1.710 1.255 0.022 -0.330 0.035 0.345
H 0.535 0.559 2.298 0.227 0.072 0.007 0.294
H 1.429 1.533 1.095 0.085 -0.388 0.012 0.407
H 1.443 -0.021 -1.514 -0.213 0.020 0.058 0.285
H 1.453 -1.612 -0.751 -0.125 0.181 -0.090 0.372
H 2.424 -0.312 -0.079 -0.249 0.041 0.114 0.425

(5)
14
Properties=species:S:1:pos:R:3:forces:R:3:mulliken_charge:R:1 method="wB97M-V/def2-TZVPD" fmax_ev_per_a=0.6 energy_ha=-361.7252 smiles="ONC1=CC[C@H]1O" homo_energy_ev=-8.47 homo_lumo_gap_ha=0.343
O 2.422 1.028 -0.675 0.168 0.179 0.057 -0.421
N 1.760 -0.063 -0.074 -0.259 -0.487 -0.021 -0.190
C 0.386 -0.139 -0.290 -0.231 -0.293 0.047 0.086
C -0.347 -1.228 -0.571 0.055 0.018 -0.051 -0.616
C -1.603 -0.683 0.063 -0.211 0.029 0.083 -0.547
C -0.839 0.697 0.068 0.023 0.069 -0.234 0.104
O -0.876 1.548 1.173 0.166 -0.108 0.325 -0.557
H 3.017 1.313 0.034 -0.172 0.151 -0.245 0.331
H 2.169 -0.934 -0.424 0.087 0.370 0.033 0.276
H -0.102 -2.161 -1.058 -0.012 -0.102 0.192 0.398
H -1.706 -1.023 1.099 -0.029 0.039 -0.084 0.199
H -2.585 -0.781 -0.419 0.297 0.177 -0.131 0.270
H -1.188 1.299 -0.774 0.182 -0.054 0.028 0.320
H -0.411 1.126 1.905 -0.064 0.012 0.002 0.345

(6)
14
Properties=species:S:1:pos:R:3:forces:R:3:mulliken_charge:R:1 method="wB97M-V/def2-TZVPD" fmax_ev_per_a=1.3 energy_ha=-361.7036 homo_energy_ev="-7.86 / -7.86" homo_lumo_gap_ha="0.292 / 0.292"
C -0.700 -1.242 -0.782 0.435 -0.232 0.428 -1.428
C -0.823 0.019 -0.030 -0.372 0.875 -0.883 0.774
C -0.026 1.157 -0.308 0.606 -0.663 0.305 -0.100
C 1.331 0.615 0.680 0.175 -0.464 0.358 0.092
O 0.954 1.247 -1.191 -0.770 0.178 0.002 -0.642
O -1.831 0.059 0.859 0.517 -0.120 0.030 -0.451
N 2.012 -0.424 0.768 -0.268 0.199 -0.149 -0.636
H -1.861 0.919 1.304 0.001 0.001 -0.133 0.336
H 1.749 -1.232 0.213 -0.109 -0.029 0.076 0.256
H -0.439 2.080 0.145 0.089 -0.039 0.027 0.341
H 1.611 1.525 1.196 -0.191 0.129 -0.110 0.392
H -0.244 -1.999 -0.126 -0.072 -0.051 -0.070 0.302
H -1.679 -1.617 -1.081 0.008 0.091 0.088 0.416
H -0.054 -1.107 -1.648 -0.049 0.126 0.032 0.348

(7)
14
Properties=species:S:1:pos:R:3:forces:R:3:mulliken_charge:R:1 method="wB97M-V/def2-TZVPD" fmax_ev_per_a=0.7 energy_ha=-361.5727 homo_energy_ev="-7.46 / -7.46" homo_lumo_gap_ha="0.288 / 0.289"
C -0.556 -1.650 -0.205 -0.073 -0.487 -0.015 -0.676
C -0.507 0.690 0.248 0.066 0.691 0.042 -0.400
N -0.934 1.818 0.638 0.320 -0.544 -0.272 -0.488
O -2.050 1.670 1.487 -0.206 0.219 0.173 -0.379
C 0.651 0.679 -0.656 0.005 0.189 -0.027 0.216
C 1.769 -0.165 -0.243 0.199 -0.008 0.145 -0.289
O 0.752 -0.714 -1.118 -0.078 -0.190 -0.131 -0.232
H -1.533 -1.407 -0.596 0.109 0.045 0.025 0.320
H -0.090 -2.507 -0.693 -0.093 0.095 0.080 0.301
H -0.528 -1.695 0.872 0.015 0.050 -0.084 0.384
H -2.251 2.588 1.705 -0.045 -0.144 0.009 0.366
H 0.785 1.365 -1.487 -0.054 0.008 0.122 0.369
H 2.743 -0.101 -0.720 -0.129 0.023 0.062 0.258
H 1.748 -0.571 0.766 -0.036 0.055 -0.129 0.251

(8)
14
Properties=species:S:1:pos:R:3:forces:R:3:mulliken_charge:R:1 method="wB97M-V/def2-TZVPD" fmax_ev_per_a=2.4 energy_ha=-361.7911 homo_energy_ev=-9.99 homo_lumo_gap_ha=0.378
O -0.932 0.070 2.090 0.114 0.046 0.402 -0.514
C -0.514 -0.783 1.042 0.054 -0.148 -0.141 -0.451
C 0.321 0.109 0.145 0.072 1.006 0.875 0.656
C -0.464 0.927 -0.835 -0.252 -0.302 -0.529 -1.151
N 1.516 0.363 0.501 0.135 -0.551 -0.350 -0.711
C 0.335 -1.364 -1.583 1.151 -1.599 -1.444 0.088
O 1.147 -1.292 -2.370 -0.528 0.002 0.417 -0.203
H -0.112 0.498 2.375 -0.281 0.003 0.263 0.372
H 0.072 -1.640 1.404 -0.010 0.218 -0.026 0.289
H -1.413 -1.168 0.548 0.219 0.189 0.016 0.303
H -1.153 1.538 -0.230 -0.123 -0.319 -0.498 0.295
H 0.170 1.587 -1.438 -0.071 -0.138 0.136 0.404
H 1.938 1.031 -0.148 -0.056 0.130 0.289 0.283
H -0.946 0.172 -1.510 -0.424 1.463 0.590 0.340

(9)
14
Properties=species:S:1:pos:R:3:forces:R:3:mulliken_charge:R:1 method="wB97M-V/def2-TZVPD" fmax_ev_per_a=1.3 energy_ha=-361.8496 smiles="CC(=O)N(C)C=O" homo_energy_ev=-10.24 homo_lumo_gap_ha=0.404
C 2.076 0.308 -0.094 -0.286 -0.033 0.013 -1.245
C 0.827 -0.520 -0.517 -0.369 -0.180 -0.108 0.782
O 0.986 -1.486 -1.224 -0.612 0.429 0.368 -0.539
N -0.488 -0.109 -0.061 -0.439 0.182 0.140 0.085
C -1.872 -0.740 -0.290 0.672 -0.290 -0.275 -0.878
C -0.630 0.946 0.813 -0.247 0.275 0.239 -0.011
O -1.717 1.271 1.236 0.399 0.437 0.391 -0.536
H 2.040 1.348 -0.437 -0.231 -0.170 0.058 0.365
H 2.968 -0.147 -0.545 -0.574 -0.081 0.019 0.284
H 2.242 0.322 0.989 -0.260 -0.043 -0.147 0.368
H -2.720 -0.038 -0.149 1.243 0.034 -0.158 0.330
H -1.939 -1.122 -1.300 0.306 -0.348 -0.039 0.326
H -2.052 -1.514 0.464 0.330 -0.068 -0.325 0.300
H 0.278 1.481 1.117 0.066 -0.147 -0.176 0.368

(10)
14
Properties=species:S:1:pos:R:3:forces:R:3:mulliken_charge:R:1 method="wB97M-V/def2-TZVPD" fmax_ev_per_a=2.7 energy_ha=-361.8139 smiles="C[C@@H](C=O)C(N)=O" homo_energy_ev=-8.70 homo_lumo_gap_ha=0.347
C -0.872 -1.316 0.259 -0.050 0.174 0.143 -1.387
C -0.526 0.032 -0.361 -0.358 0.634 0.468 0.357
C -1.016 1.463 0.479 0.178 -1.074 -0.421 0.073
O -1.939 1.465 1.236 1.116 0.304 -0.816 -0.464
C 0.878 0.471 -0.502 0.389 0.410 -0.114 0.275
N 1.918 -0.261 -0.035 0.071 -0.146 -0.115 -0.388
O 1.074 1.662 -0.810 0.755 -0.662 -0.647 -0.659
H -0.166 -1.589 1.052 -0.135 0.109 -0.098 0.364
H -1.858 -1.225 0.725 0.075 -0.074 -0.005 0.357
H -0.920 -2.157 -0.450 0.083 0.423 0.053 0.320
H -1.089 0.245 -1.275 0.249 -0.147 -0.025 0.317
H -0.125 2.130 -0.048 -2.211 0.212 1.537 0.368
H 1.913 -1.266 -0.063 -0.091 0.032 0.114 0.221
H 2.810 0.213 -0.072 -0.072 -0.195 -0.073 0.246

Repeat the tenth record exactly.
14
Properties=species:S:1:pos:R:3:forces:R:3:mulliken_charge:R:1 method="wB97M-V/def2-TZVPD" fmax_ev_per_a=2.7 energy_ha=-361.8139 smiles="C[C@@H](C=O)C(N)=O" homo_energy_ev=-8.70 homo_lumo_gap_ha=0.347
C -0.872 -1.316 0.259 -0.050 0.174 0.143 -1.387
C -0.526 0.032 -0.361 -0.358 0.634 0.468 0.357
C -1.016 1.463 0.479 0.178 -1.074 -0.421 0.073
O -1.939 1.465 1.236 1.116 0.304 -0.816 -0.464
C 0.878 0.471 -0.502 0.389 0.410 -0.114 0.275
N 1.918 -0.261 -0.035 0.071 -0.146 -0.115 -0.388
O 1.074 1.662 -0.810 0.755 -0.662 -0.647 -0.659
H -0.166 -1.589 1.052 -0.135 0.109 -0.098 0.364
H -1.858 -1.225 0.725 0.075 -0.074 -0.005 0.357
H -0.920 -2.157 -0.450 0.083 0.423 0.053 0.320
H -1.089 0.245 -1.275 0.249 -0.147 -0.025 0.317
H -0.125 2.130 -0.048 -2.211 0.212 1.537 0.368
H 1.913 -1.266 -0.063 -0.091 0.032 0.114 0.221
H 2.810 0.213 -0.072 -0.072 -0.195 -0.073 0.246